(1)
23
Properties=species:S:1:pos:R:3:forces:R:3:mulliken_spin:R:1 method="wB97M-V/def2-TZVPD" total_charge=+2 e_tot_ev=-10432.125 spin_multiplicity=2 s2=0.76 e_homo_ev="-18.714 / -18.701" orbital_gap_ev="6.39 / 6.24"
N -2.134031 0.436781 -1.421790 -0.900 -0.158 -0.067 0.031
C 0.176194 1.096832 -1.697910 3.812 0.586 1.126 0.014
C 0.729317 0.034053 -0.828345 -1.688 -0.608 -0.093 -0.002
N 0.659701 0.275930 0.632312 2.557 -0.811 -0.790 0.756
C 1.666979 1.222747 1.083050 0.224 0.656 0.340 0.026
C 0.570164 -0.933400 1.446937 -1.614 0.355 0.516 0.013
C -0.829759 -1.552063 1.363249 -0.608 -0.358 -0.118 0.054
O -1.178300 -1.964717 0.048391 1.846 -1.073 0.921 0.007
H -2.221787 -0.289011 -2.142560 0.112 0.205 -0.216 0.000
H -2.826628 1.173303 -1.650076 0.336 -0.177 -0.024 -0.001
H -1.198324 0.919622 -1.558083 -0.046 0.380 0.040 -0.008
H 0.231362 2.088804 -1.226634 -1.212 0.001 -0.165 0.000
H 0.630411 1.154832 -2.693170 -1.243 -0.525 -0.462 -0.003
H 0.217977 -0.931361 -1.022681 0.041 -0.033 0.023 -0.008
H 1.777333 -0.194430 -1.093128 -0.027 0.307 -0.177 0.020
H 2.528256 0.630203 1.428146 -0.217 -0.034 0.283 0.044
H 2.083960 1.859117 0.304449 -0.509 0.059 -0.263 0.000
H 1.315308 1.848344 1.905267 -0.065 -0.171 0.167 0.026
H 0.705085 -0.673731 2.493596 0.418 0.163 0.015 -0.001
H 1.333236 -1.638325 1.122986 0.255 -0.113 -0.279 0.036
H -0.905855 -2.410899 2.032785 0.340 0.035 -0.033 0.000
H -1.546952 -0.817039 1.728219 -0.048 0.058 0.057 -0.005
H -1.783647 -1.335592 -0.255011 -1.765 1.258 -0.803 0.000

(2)
67
Properties=species:S:1:pos:R:3:forces:R:3:mulliken_charge:R:1 method="wB97M-V/def2-TZVPD" total_charge=-2 e_tot_ev=-83801.552 e_homo_ev="-0.779 / -1.050" orbital_gap_ev="4.94 / 5.21"
Sr -0.160225 -0.112741 0.130112 3.741 -5.358 -5.240 0.701
C 1.212359 3.908619 1.037893 -0.020 0.247 0.689 -0.824
C -0.138172 4.415802 0.628628 -0.340 0.155 0.050 0.528
N -0.348886 4.966524 -0.581632 -0.077 0.348 0.477 -0.920
N 0.490402 4.494560 -1.499383 -0.213 0.183 0.318 0.222
C 0.846507 3.603920 -2.145442 0.006 0.044 -0.611 0.591
N 1.421541 2.770366 -2.964084 0.088 -0.775 0.168 -0.436
S 1.373891 -0.208819 -1.893368 2.111 0.446 -1.945 -0.679
C -1.276370 4.128667 1.436323 -0.593 -0.185 0.304 0.255
C -1.092678 3.303296 2.660655 -0.377 -2.515 -1.638 -0.816
C -2.305506 2.632998 3.314440 -2.141 3.614 1.389 0.623
C -3.258176 2.263795 2.193474 1.289 -0.590 -0.251 -0.590
C -3.225274 2.987904 0.999998 -0.062 0.705 0.986 -0.477
N -2.461067 4.050294 0.741328 0.241 0.110 -0.216 -0.758
H 1.133472 3.085976 1.745737 0.019 -0.098 -0.203 0.031
H 1.758529 4.698630 1.570248 0.120 0.012 -0.197 0.205
H 1.794767 3.560548 0.194351 0.107 0.032 -0.040 0.411
H 0.783144 2.302249 -3.610829 0.014 0.120 -0.182 0.217
H 1.815004 1.966226 -2.404888 0.263 -0.334 -0.105 0.071
H -0.199265 3.389104 3.264297 -0.002 0.088 -0.022 0.731
H -2.847633 3.443652 3.860546 0.009 0.053 0.115 0.436
H -4.011176 1.507277 2.365713 0.119 -0.189 -0.197 0.452
H -3.796867 2.586388 0.163274 -0.397 0.428 0.107 0.458
S -0.957375 -2.488679 -1.087136 -1.049 -1.331 -0.474 -0.337
C 0.273131 -3.675671 -1.220178 0.217 0.200 0.195 0.337
C -0.022081 -4.877428 -1.945251 0.077 -0.017 -0.154 -0.020
N -0.265487 -5.841140 -2.532235 -0.039 0.024 0.026 -0.656
C 1.510077 -3.524470 -0.632816 -0.331 -0.034 0.112 0.491
S 1.883354 -2.158872 0.351010 0.833 -0.224 0.049 -0.335
C 2.502559 -4.545409 -0.775710 0.019 -0.027 -0.103 -0.057
N 3.308184 -5.364695 -0.891604 0.005 0.019 0.044 -0.647
C 0.328269 0.428561 2.286599 0.794 2.953 4.818 -2.139
Si -1.229113 1.629020 1.464622 0.507 -1.060 -0.039 1.437
C -2.087706 1.635686 4.445218 0.300 -0.505 -0.386 -1.722
C -2.059178 -0.259546 1.403269 -2.590 0.960 3.918 -1.736
O -0.810745 1.847642 -0.081075 -1.437 3.243 1.190 -0.909
H 0.038454 -0.522660 2.749340 0.086 -0.158 -0.577 0.589
H 0.358900 1.043780 3.214549 -0.088 -0.153 0.062 0.338
H 1.425377 0.431768 2.172454 -0.193 -0.210 -0.946 0.431
H -1.670330 0.672499 4.147595 0.055 0.052 -0.098 0.225
H -3.052325 1.427373 4.910644 0.023 0.063 0.079 0.425
H -1.407895 2.064396 5.183485 -0.084 0.038 0.055 0.412
H -1.374767 -1.106042 1.564508 -1.069 -0.299 -0.762 0.873
H -2.940353 -0.326310 0.761076 0.429 -0.532 -0.538 0.088
H -2.519893 -0.343721 2.406781 -0.282 0.355 -0.131 0.376
C 2.539518 -2.819619 -5.384851 0.120 0.048 0.108 -1.260
C 2.621131 -1.367000 -4.919390 -0.463 -0.052 -0.141 -0.428
P 1.128519 -0.306873 -5.225520 0.067 -0.071 -0.160 0.289
C -0.279322 -1.407100 -4.719829 0.182 0.429 0.255 0.171
C -1.421985 -0.621532 -4.083554 -0.125 -0.214 -0.035 -0.900
C 1.009411 -0.504960 -7.081224 -0.111 0.099 0.132 -0.626
C -0.148550 0.313042 -7.649760 0.041 -0.016 0.018 -1.238
H 3.416179 -3.372423 -5.038067 0.012 -0.009 -0.047 0.412
H 2.497484 -2.905254 -6.473257 -0.035 -0.026 -0.002 0.287
H 1.671505 -3.322631 -4.958242 -0.025 -0.004 -0.048 0.275
H 3.456737 -0.852743 -5.403638 0.095 0.021 0.152 0.453
H 2.724052 -1.316357 -3.833671 0.236 0.028 -0.041 0.214
H 0.119508 -2.066916 -3.946094 -0.086 -0.184 -0.126 -0.340
H -0.630016 -1.969982 -5.588821 0.073 -0.201 0.084 0.516
H -1.070023 -0.162344 -3.157913 0.048 0.170 -0.135 -0.119
H -2.217432 -1.309996 -3.789207 -0.085 0.064 -0.103 0.359
H -1.818780 0.135676 -4.767838 -0.049 0.050 0.100 0.356
H 0.877582 -1.561165 -7.332171 0.060 0.003 -0.046 0.320
H 1.958709 -0.168632 -7.509971 -0.001 -0.033 -0.030 0.408
H -1.093085 0.009197 -7.192353 -0.014 0.001 -0.028 0.256
H -0.246355 0.194699 -8.732728 -0.008 -0.001 0.000 0.395
H -0.010948 1.374928 -7.433246 -0.019 0.000 -0.005 0.306

(3)
73
Properties=species:S:1:pos:R:3:forces:R:3:mulliken_spin:R:1 method="wB97M-V/def2-TZVPD" total_charge=+1 e_tot_ev=-128638.843 spin_multiplicity=2 s2=0.75 e_homo_ev="-6.498 / -11.634" orbital_gap_ev="3.93 / 8.81"
K 1.937822 2.272248 -3.075606 0.260 0.207 -0.273 0.589
K 3.008104 1.754263 0.515066 0.129 -0.342 0.270 0.052
K -1.651709 2.158613 -2.179727 -0.549 0.341 0.348 0.109
K -0.146412 -0.664476 -4.229617 0.000 -0.287 0.086 0.590
K 1.901520 -2.819438 -1.105453 -0.152 -0.099 0.376 0.013
P 0.646346 0.141142 -0.976222 -0.182 -0.878 1.136 0.030
O 1.700915 -0.281877 -2.040129 -1.005 -0.323 -0.230 -0.138
O -0.791815 -0.330614 -1.384183 1.792 0.459 -0.118 -0.215
O 0.695780 1.679560 -0.851182 0.346 -0.596 -0.365 -0.224
O 1.088110 -0.510096 0.394548 -0.375 0.780 -1.826 0.074
C 6.168639 0.657818 -3.403691 -0.039 -1.232 0.534 0.001
C 4.661463 0.289941 -3.403625 0.811 1.164 0.461 -0.040
O 4.105195 0.545108 -2.097750 1.767 0.729 -0.179 0.007
H 6.714593 -0.026322 -2.754091 -0.265 0.045 0.626 0.000
H 6.378699 1.667730 -3.051467 -0.222 0.006 -0.239 0.001
H 6.711267 0.426130 -4.320188 -0.598 0.525 -0.544 0.001
H 4.484903 -0.734855 -3.730297 0.050 -0.042 0.082 0.000
H 4.170044 0.977279 -4.092226 -0.158 -0.149 -0.508 0.039
H 3.232904 0.152843 -2.015041 -1.014 -0.773 -0.166 -0.020
C -2.957282 -2.512794 -3.265606 -1.094 -0.806 -0.135 0.014
C -2.194095 -3.207836 -2.151647 -0.074 0.340 -0.339 -0.004
O -0.860119 -2.781659 -2.252847 1.651 -1.214 -0.456 0.002
H -4.015286 -2.768818 -3.209209 -0.252 0.357 0.239 0.002
H -2.716705 -2.888614 -4.260078 0.591 -0.087 0.014 0.007
H -2.836301 -1.429540 -3.270299 -0.075 0.042 0.304 0.002
H -2.222505 -4.295021 -2.224543 -0.061 0.027 -0.208 0.004
H -2.538023 -2.955301 -1.148635 -0.458 0.090 -0.027 -0.001
H -0.808239 -1.924694 -1.823291 -0.094 1.111 0.512 0.044
C -1.659228 -4.073123 1.577632 -1.087 -0.033 -0.205 0.000
C -1.069029 -2.683750 1.620879 -0.864 -1.315 -0.294 0.001
O 0.308262 -2.791172 1.473632 0.944 -0.154 0.172 0.002
H -1.404036 -4.687555 2.441023 0.096 0.127 -0.025 0.000
H -1.468602 -4.638281 0.665292 0.575 0.141 -0.081 0.000
H -2.741980 -3.952784 1.541956 -0.263 -0.112 0.381 0.000
H -1.377405 -2.212148 2.553941 0.189 0.264 0.134 0.000
H -1.437852 -2.096202 0.780140 -0.407 0.223 -0.057 0.003
H 0.529673 -1.885240 1.245880 0.881 0.576 -0.137 0.000
C -2.123319 1.714525 3.168298 -0.536 0.109 -1.337 0.001
C -1.481829 0.964382 1.966280 0.055 0.877 1.502 -0.006
O -0.165455 0.661932 2.369561 0.120 -0.002 0.726 0.001
H -1.676048 2.702179 3.280483 0.307 -0.140 0.181 0.000
H -2.122081 1.174901 4.115355 0.357 -0.160 -0.213 0.000
H -3.166310 1.924303 2.931070 -0.204 -0.061 -0.005 0.000
H -1.394944 1.595371 1.081747 -0.554 0.262 -0.050 0.006
H -2.053253 0.074849 1.701140 -0.044 -0.161 0.069 0.000
H 0.281365 0.305611 1.598215 0.422 -0.425 -0.296 0.000
C -5.146548 0.272778 0.416789 -1.209 -0.683 -0.282 -0.001
C -4.058822 -0.523574 -0.257520 -0.065 0.463 -0.316 -0.001
O -3.135818 0.456701 -0.666797 0.251 0.928 0.000 -0.007
H -5.958476 -0.350938 0.790774 0.197 -0.263 0.365 0.000
H -5.685001 0.907635 -0.286859 0.439 0.356 -0.111 -0.001
H -4.719533 0.858912 1.230545 -0.061 -0.019 -0.100 0.000
H -4.266962 -1.057822 -1.184532 -1.077 -0.335 0.208 0.002
H -3.636237 -1.254292 0.432096 0.291 0.043 0.249 0.000
H -2.281173 0.044538 -0.812721 0.758 -0.384 -0.036 0.045
C 3.091855 -0.489805 3.451006 0.577 -0.909 -0.280 0.001
C 3.621305 -1.574899 2.458127 -0.581 1.434 0.393 -0.001
O 3.555392 -1.043055 1.112117 1.399 -0.614 0.553 0.003
H 3.192396 -0.892273 4.458984 -0.302 0.095 0.120 0.000
H 2.074571 -0.142707 3.270023 -0.144 -0.360 -0.027 0.000
H 3.741199 0.385131 3.420371 0.217 0.043 -0.130 0.000
H 3.078958 -2.518489 2.517999 -0.301 0.096 0.069 0.000
H 4.647729 -1.795480 2.751210 0.140 0.121 -0.519 0.000
H 2.624862 -0.898869 0.925255 -0.938 0.108 -0.194 -0.003
C -0.350133 5.940958 1.154418 -0.443 -0.610 -0.617 0.001
C 0.293146 4.569894 0.822895 -0.038 0.025 0.212 -0.009
O -0.355266 3.857296 -0.243328 -1.090 2.214 0.236 0.008
H 0.283192 6.723919 1.571496 0.531 -0.458 -0.044 0.000
H -1.151430 5.807785 1.881252 -0.184 -0.032 -0.234 0.000
H -0.753863 6.349730 0.228128 -0.188 0.037 0.034 0.000
H 0.247126 3.958438 1.724066 0.155 -0.172 0.127 0.000
H 1.339801 4.708334 0.551886 0.301 0.132 -0.026 0.009
H 0.061990 3.011636 -0.423170 0.647 -0.664 0.505 0.011

(4)
39
Properties=species:S:1:pos:R:3:forces:R:3:mulliken_charge:R:1 method="wB97M-V/def2-TZVPD" e_tot_ev=-27040.502 e_homo_ev=-10.120 orbital_gap_ev=10.26
O 1.887026 2.880641 1.098590 2.277 0.005 0.170 -0.635
H 0.970026 2.927641 1.205590 -2.139 0.264 0.118 0.266
H 2.092026 1.941641 1.219590 -0.018 0.254 -0.098 0.370
O -0.358974 0.196641 3.137590 -0.171 0.159 -0.688 -0.642
H 0.226026 -0.285359 3.708590 0.414 -0.164 0.613 0.308
H -0.269974 -0.314359 2.308590 -0.285 0.173 0.416 0.236
O -0.493974 0.171641 0.226590 1.765 1.983 2.496 0.270
H -0.821974 -0.426359 -0.376410 -1.399 -2.220 -2.113 -0.023
H -0.088974 0.894641 -0.282410 -0.085 0.634 -0.724 0.205
O -0.236974 -3.578359 -0.527410 1.193 -1.136 0.562 -0.696
H -1.093974 -3.235359 -0.696410 -1.138 0.746 -0.727 0.303
H 0.416026 -3.100359 -1.055410 -0.522 0.298 0.167 0.411
O 0.119026 2.396641 -1.204410 -0.261 0.019 -0.575 -0.624
H -0.860974 2.502641 -1.248410 0.415 -0.053 -0.026 0.392
H 0.425026 2.280641 -2.122410 -0.115 0.017 0.722 0.230
O 0.236026 -2.258359 1.928590 -0.385 -0.380 0.926 -0.641
H -0.391974 -2.520359 1.247590 0.333 -0.131 -0.748 0.281
H -0.111974 -2.760359 2.687590 0.442 0.353 -0.173 0.302
O 3.028026 0.958641 -1.657410 -0.680 -0.170 -1.577 -0.589
H 2.705026 0.704641 -0.804410 -0.343 0.188 1.264 0.386
H 3.948026 1.106641 -1.536410 1.162 0.297 0.075 0.272
O -2.650974 0.974641 1.589590 0.044 0.432 -0.233 -0.729
H -1.702974 1.041641 1.329590 -0.584 -0.590 0.670 0.291
H -2.756974 1.337641 2.476590 0.360 -0.103 -0.109 0.294
O -2.452974 -1.803359 -0.360410 -0.952 -0.220 0.208 -0.630
H -3.037974 -1.224359 -0.883410 0.333 -0.294 0.300 0.261
H -3.028974 -2.175359 0.341590 0.486 0.525 -0.573 0.289
O -0.134974 -0.220359 -2.942410 -1.105 0.291 -0.013 -0.616
H 0.449026 0.316641 -3.475410 0.383 -0.140 -0.033 0.303
H 0.386026 -0.891359 -2.495410 0.493 -0.088 -0.316 0.368
O 1.599026 -1.762359 -1.610410 -0.205 -0.590 -0.134 -0.723
H 2.005026 -1.025359 -1.165410 0.319 0.699 0.344 0.218
H 2.267026 -2.441359 -1.592410 0.447 -0.401 -0.210 0.255
O -2.530974 2.368641 -0.717410 -1.086 2.339 -1.899 -0.666
H -3.124974 3.176641 -0.776410 1.158 -1.622 0.206 0.266
H -2.627974 2.018641 0.155590 -0.571 -0.537 1.412 0.435
O 2.136026 0.203641 0.781590 1.159 -0.364 0.101 -0.689
H 2.705026 -0.372359 1.331590 -1.214 0.191 -0.326 0.232
H 1.180026 -0.005359 0.755590 0.075 -0.663 0.526 0.459

Relative energy (zero: lowest compared OMol25 entry of this formula, charge and spin) in kJ/mol, matching the order above: 621.79, 1399.87, 0.00, 139.46
Largest force on an atom in hartree/bohr, matching the order above: 0.0781, 0.1629, 0.0482, 0.0709